# 1
ORCA calculation (ωB97M-V with the def2-TZVPD basis set) on a molecular structure, C2F3NO5PtS2.

As for the multiplicity: 4. The value obtained for the maximum force is 0.14534 hartree/bohr. The total charge is -1. The value obtained for the LUMO energy (alpha / beta) is 3.12 / 2.59 eV. Its calculated total energy is -1722.3475 Eh. The value obtained for the energy above the lowest of the compared OMol25 structures with the same formula, charge and spin is 0.000 eV. The gap between HOMO and LUMO (alpha / beta) is 5.97 / 7.74 eV. The expectation value of S² is 3.7551.

CARTESIAN COORDINATES (ANGSTROEM)
Pt 1.65973 -0.03385 -1.64041
S 0.39077 -1.82957 0.52046
S -0.69908 0.70874 0.09617
F -2.99459 1.27573 -1.07499
F -2.48209 -0.81764 -1.16300
F -3.16818 0.04679 0.69014
O -0.85565 2.02347 0.71659
O 3.10966 -0.81839 1.80788
O 1.83700 -1.40927 -0.21097
O 0.00149 0.70380 -1.23325
O 2.92976 0.61164 0.03002
N -0.14352 -0.33918 1.13842
C 2.86940 -0.38930 0.72772
C -2.45469 0.26704 -0.40477


# 2
ORCA calculation (ωB97M-V with the def2-TZVPD basis set) on a molecular structure, C2F6MnNO4S2.

As for the multiplicity: 6. The value obtained for the maximum force is 0.05763 hartree/bohr. The total charge is +1. The value obtained for the LUMO energy (alpha / beta) is -6.39 / -6.18 eV. Its calculated total energy is -2977.8786 Eh. The value obtained for the energy above the lowest of the compared OMol25 structures with the same formula, charge and spin is 5.928 eV. The gap between HOMO and LUMO (alpha / beta) is 6.53 / 7.62 eV. The expectation value of S² is 9.0067.

CARTESIAN COORDINATES (ANGSTROEM)
Mn 0.56167 2.15781 1.29892
S -1.47494 -0.49959 -0.07001
S 1.36154 0.06575 -0.69368
F 2.58327 -2.18809 -0.25517
F 3.88763 -0.52565 -0.70065
F -3.94051 0.27644 -0.67132
F -3.50670 0.19274 1.42131
F -2.77500 1.79883 0.19635
F 2.96045 -0.68853 1.24531
O 1.27301 -0.21148 -2.10585
O 1.57795 1.46236 -0.21933
O -1.88771 -1.52882 -1.02055
O -0.57217 0.66515 1.19241
N 0.14282 -0.56895 0.18194
C 2.82012 -0.91478 -0.04068
C -3.01143 0.50683 0.24101


# 3
ORCA calculation (ωB97M-V with the def2-TZVPD basis set) on C2F6N2O3S in the gas phase.

The value obtained for the maximum force is 0.04529 hartree/bohr. The total charge is 0. The value obtained for the LUMO energy is -0.34 eV. As for the structure (SMILES): O=[N+]([O-])N(OC(F)(F)F)SC(F)(F)F. Its calculated total energy is -1408.6500 Eh. The value obtained for the energy above the lowest of the compared OMol25 structures with the same formula, charge and spin is 1.223 eV. The gap between HOMO and LUMO is 10.71 eV.

CARTESIAN COORDINATES (ANGSTROEM)
S -1.22480 -0.22692 1.14689
F -3.34123 0.11777 -0.11735
F -1.55288 0.32222 -1.40395
F 3.02245 1.26573 0.38078
F -2.15299 1.88969 -0.09745
F 1.04403 2.02350 0.42470
F 1.61918 0.68276 -1.17029
O 1.25408 -0.09117 0.93077
O 1.62410 -2.10397 -0.18172
O -0.48512 -2.71455 -0.20551
N 0.44710 -1.96716 0.02054
N 0.13668 -0.68362 0.37309
C -2.12536 0.57310 -0.22344
C 1.73478 0.91263 0.12295


# 4
ORCA calculation (ωB97M-V with the def2-TZVPD basis set) on a molecular structure, C2H10AgF6NO9S2.

As for the multiplicity: 2. The value obtained for the maximum force is 0.15904 hartree/bohr. The total charge is +1. The value obtained for the LUMO energy (alpha / beta) is -3.79 / -7.59 eV. Its calculated total energy is -2356.2824 Eh. The value obtained for the energy above the lowest of the compared OMol25 structures with the same formula, charge and spin is 1.142 eV. The gap between HOMO and LUMO (alpha / beta) is 9.77 / 5.80 eV. The expectation value of S² is 0.7530.

CARTESIAN COORDINATES (ANGSTROEM)
Ag 0.22643 -0.19566 -1.13830
S -1.99074 -0.59543 1.55545
S 0.56161 -0.94818 2.15513
F 1.76346 1.40887 1.68565
F -1.34112 1.43402 3.32494
F 2.88348 -0.24087 0.87906
F -2.30059 2.06647 1.40064
F 2.85923 0.15542 3.08296
F -3.45687 1.06114 3.00107
O 0.28050 0.29303 -3.36835
O 1.94462 1.16388 -1.49042
O -1.40044 -1.52264 -1.87873
O 1.67959 -1.89117 -1.32987
O 1.13513 -2.26804 1.94020
O 0.12015 -0.61325 3.48004
O -0.92002 1.83392 -1.14648
O -2.77755 -0.70203 0.34391
O -2.24031 -1.53909 2.59307
N -0.31547 -0.49780 0.99494
C 2.14791 0.17571 1.94421
C -2.26464 1.18187 2.38038
H -2.34502 -1.37681 -1.82638
H 2.62991 -1.82068 -1.23955
H -1.03246 2.56296 -1.75647
H 1.53491 -2.77849 -1.65846
H -1.63925 1.93021 -0.52224
H -1.31253 -2.37605 -2.30325
H 0.99113 0.06543 -3.96789
H 2.30195 1.25984 -2.37322
H -0.18382 1.00633 -3.80633
H 2.46080 1.76708 -0.95570


# 5
ORCA calculation (ωB97M-V with the def2-TZVPD basis set) on 2 unconnected molecules or ions with the total composition C2H10N.

The value obtained for the maximum force is 0.07301 hartree/bohr. The total charge is +1. The value obtained for the LUMO energy is -4.20 eV. Its calculated total energy is -136.6442 Eh. The value obtained for the energy above the lowest of the compared OMol25 structures with the same formula, charge and spin is 1.136 eV. The gap between HOMO and LUMO is 11.77 eV.

CARTESIAN COORDINATES (ANGSTROEM)
N -1.92297 0.23702 -0.09345
C 1.32695 0.32851 -0.55030
C 0.97391 -0.69291 0.63537
H 0.68058 0.32999 -1.47537
H 0.62069 -1.86536 0.28316
H -1.41502 0.09782 0.80853
H -1.98074 1.24745 -0.07403
H -2.72401 -0.35156 -0.23854
H -1.14546 0.03022 -0.77767
H 2.38629 0.40407 -0.95884
H 1.80484 -0.72603 1.37129
H 0.13726 -0.37677 1.21910
H 1.25768 1.33755 -0.14925


# 6
ORCA calculation (ωB97M-V with the def2-TZVPD basis set) on 2 unconnected molecules or ions with the total composition C2H10N.

The value obtained for the maximum force is 0.04806 hartree/bohr. The total charge is +1. The value obtained for the LUMO energy is -4.37 eV. Its calculated total energy is -136.6533 Eh. The value obtained for the energy above the lowest of the compared OMol25 structures with the same formula, charge and spin is 0.891 eV. The gap between HOMO and LUMO is 11.31 eV.

CARTESIAN COORDINATES (ANGSTROEM)
N -1.59634 0.80082 0.93187
C 0.63107 -1.22497 -0.28414
C 1.35317 0.01933 -0.85552
H -0.67480 0.63162 0.52730
H -1.81744 1.76974 0.63892
H 0.74276 0.46170 -1.63415
H -2.33564 0.16113 0.64429
H 1.28667 0.91534 -0.19505
H 1.27328 -2.02493 0.07135
H 0.07782 -0.74301 0.54249
H -1.43802 0.91370 1.93429
H 2.39713 -0.00132 -1.16104
H 0.10033 -1.67915 -1.16062


# 7
ORCA calculation (ωB97M-V with the def2-TZVPD basis set) on 2 unconnected molecules or ions with the total composition C2H10N2.

As for the multiplicity: 2. The value obtained for the maximum force is 0.09937 hartree/bohr. The total charge is -1. The value obtained for the LUMO energy (alpha / beta) is 4.35 / 4.24 eV. Its calculated total energy is -191.5872 Eh. The value obtained for the energy above the lowest of the compared OMol25 structures with the same formula, charge and spin is 1.526 eV. The gap between HOMO and LUMO (alpha / beta) is 2.91 / 8.96 eV. The expectation value of S² is 0.7503.

CARTESIAN COORDINATES (ANGSTROEM)
N -0.10636 -2.15669 -1.63699
N 0.23426 1.15998 0.45808
C 0.76918 0.64384 1.70548
C -1.07157 0.87471 -0.27059
H 0.17633 0.80696 2.64667
H -1.85604 1.20676 0.41278
H -1.15629 1.41043 -1.20329
H 0.38339 2.20911 0.38726
H 1.07781 -0.29709 1.72036
H -1.16633 -0.20206 -0.44072
H 0.70496 -1.93749 -1.12472
H 1.58095 1.28685 1.74937
H 0.31408 -1.84386 -2.56350
H 0.11563 -3.16146 -1.84019


# 8
ORCA calculation (ωB97M-V with the def2-TZVPD basis set) on 2 unconnected molecules or ions with the total composition C2H10N2.

The value obtained for the maximum force is 0.03354 hartree/bohr. The total charge is 0. The value obtained for the LUMO energy is 1.10 eV. As for the structure (SMILES): CN.CN. Its calculated total energy is -191.6681 Eh. The value obtained for the energy above the lowest of the compared OMol25 structures with the same formula, charge and spin is 0.798 eV. The gap between HOMO and LUMO is 10.06 eV.

CARTESIAN COORDINATES (ANGSTROEM)
N 0.05764 -3.33338 -2.56297
N 0.49469 2.80840 3.79772
C -0.88828 -2.44276 -3.24420
C 0.59007 3.03278 2.35499
H 0.02668 -4.28174 -2.95322
H -0.12482 2.31099 1.92539
H 1.27186 3.24456 4.30609
H -0.28628 -3.41083 -1.59943
H 0.32122 4.04414 2.00645
H 1.60036 2.79008 1.98482
H -0.61891 -2.24047 -4.29450
H -0.93721 -1.48320 -2.70248
H 0.37961 1.87258 4.20229
H -1.88660 -2.91118 -3.22098


# 9
ORCA calculation (ωB97M-V with the def2-TZVPD basis set) on 2 unconnected molecules or ions with the total composition C2H10N2.

As for the multiplicity: 2. The value obtained for the maximum force is 0.08735 hartree/bohr. The total charge is +1. The value obtained for the LUMO energy (alpha / beta) is -3.80 / -9.68 eV. Its calculated total energy is -191.3322 Eh. The value obtained for the energy above the lowest of the compared OMol25 structures with the same formula, charge and spin is 0.980 eV. The gap between HOMO and LUMO (alpha / beta) is 10.46 / 4.52 eV. The expectation value of S² is 0.7543.

CARTESIAN COORDINATES (ANGSTROEM)
N -1.79173 1.35513 -1.64143
N -0.49862 -1.31440 0.91374
C 1.56060 -0.12961 0.20941
C 0.36185 -0.12580 1.14883
H 1.13519 0.04695 -0.78924
H -1.42540 0.57399 -2.18855
H -0.22079 0.79019 1.12227
H 2.20075 -1.01307 0.17588
H 2.25204 0.69699 0.39009
H -1.01614 1.85449 -1.23924
H 0.68963 -0.21825 2.18636
H 0.09940 -2.08784 0.59203
H -2.26449 0.77692 -0.94868
H -1.08230 -1.20571 0.06853


# 10
ORCA calculation (ωB97M-V with the def2-TZVPD basis set) on 2 unconnected molecules or ions with the total composition C2H10N2O.

The value obtained for the maximum force is 0.13896 hartree/bohr. The total charge is 0. The value obtained for the LUMO energy is 0.92 eV. As for the structure (SMILES): CNCN.O. Its calculated total energy is -266.8763 Eh. The value obtained for the energy above the lowest of the compared OMol25 structures with the same formula, charge and spin is 1.850 eV. The gap between HOMO and LUMO is 9.49 eV.

CARTESIAN COORDINATES (ANGSTROEM)
O 3.52463 4.57486 3.28727
N 0.41798 -2.11759 -0.90697
N -1.58058 -0.73727 -0.05714
C -1.78146 -0.26411 -1.47050
C -0.73807 -1.96677 0.05539
H 3.17235 4.08415 2.62926
H -2.87936 -0.23260 -1.68613
H -0.27614 -1.76360 0.94551
H -1.24126 -2.90467 0.22286
H -1.25326 0.05960 0.57627
H -1.27790 0.70008 -1.63693
H -1.38619 -0.98216 -2.18010
H 4.19103 5.35327 3.14944
H 0.17873 -2.56627 -1.72730
H 0.92950 -1.23691 -1.20094


Q: Which value of total charge does entry 7 give?
A: -1


Q: Among the records above, which one has the lowest maximum force?
A: number 8


Q: Look up the total charge of the sixth one.
A: +1


Q: Look up the maximum force of the third one.
A: 0.04529 hartree/bohr